1.
ORCA calculation (the ωB97M-V functional and the def2-TZVPD basis) on a 2-piece molecular cluster, C6H12S overall at a distorted geometry.

Calculated values
HOMO-LUMO gap   0.3474 Eh
Energy relative to the best compared isomer or geometry (same formula, charge and spin)   167.3 kJ/mol
Lowest unoccupied orbital energy   0.94 eV
Highest occupied orbital energy   -8.517 eV
E_tot   -17249.86766 eV
Structure (SMILES)   C1CCSC1.C=C
Maximum force   3.10 eV/A

Last column: natural (NBO) charge in e.
Cartesian coordinates (Å):
C 1.33 -0.97 1.29  -0.4910
C -3.16 -0.09 0.32  -0.3899
C 1.81 0.51 0.81  -0.4024
C 1.22 0.85 -0.53  -0.4474
C 1.07 -0.48 -1.28  -0.5147
C -2.64 -0.13 -0.88  -0.3895
S 0.28 -1.67 -0.12  0.1233
H 0.59 -0.81 1.99  0.2071
H -4.04 0.42 0.66  0.1980
H -2.54 -0.54 1.14  0.1833
H 1.34 1.23 1.52  0.2190
H 2.97 0.54 0.83  0.2095
H 0.23 1.34 -0.35  0.2204
H 1.97 1.42 -0.99  0.2216
H 0.30 -0.43 -2.22  0.2307
H 2.07 -0.89 -1.55  0.2159
H -3.29 0.28 -1.67  0.1833
H 2.10 -1.71 1.59  0.2207
H -1.67 -0.54 -1.13  0.2021

***

2.
ORCA calculation (the ωB97M-V functional and the def2-TZVPD basis) on one molecule with the formula C5H4O2 at a distorted geometry.

Calculated values
HOMO-LUMO gap   0.3229 Eh
Energy relative to the best compared isomer or geometry (same formula, charge and spin)   128.3 kJ/mol
Lowest unoccupied orbital energy   0.11 eV
Highest occupied orbital energy   -8.675 eV
E_tot   -9342.85209 eV
Structure (SMILES)   O=C=C/C=C\C=O
Maximum force   1.10 eV/A

Last column: natural (NBO) charge in e.
Cartesian coordinates (Å):
O 2.05 -1.44 0.29  -0.4084
C 1.55 -0.42 0.10  0.8083
O -0.50 -1.69 -0.62  -0.5423
C -1.34 -0.97 -0.10  0.3915
C -1.37 0.49 -0.18  -0.3848
C -0.26 1.26 -0.17  -0.0837
C 1.12 0.83 -0.07  -0.6116
H -2.12 -1.42 0.53  0.1166
H -2.35 0.95 -0.13  0.2215
H -0.39 2.34 -0.17  0.2204
H 1.92 1.57 -0.02  0.2726

***

3.
ORCA calculation (the ωB97M-V functional and the def2-TZVPD basis) on one molecule with the formula C4H3NO2 at a distorted geometry.

Calculated values
HOMO-LUMO gap   0.3364 Eh
Energy relative to the best compared isomer or geometry (same formula, charge and spin)   205.5 kJ/mol
Lowest unoccupied orbital energy   -0.69 eV
Highest occupied orbital energy   -9.844 eV
E_tot   -9779.55708 eV
Structure (SMILES)   O=c1cncco1
Maximum force   4.13 eV/A

Last column: natural (NBO) charge in e.
Cartesian coordinates (Å):
C -1.45 -0.12 0.01  0.7186
C -0.71 1.12 0.18  -0.0559
C 1.46 0.07 -0.08  -0.1470
C 0.83 -1.11 -0.06  0.1621
H -1.40 2.01 0.14  0.2172
H 2.52 0.22 -0.09  0.2311
H 1.34 -1.96 0.18  0.1919
N 0.58 1.27 -0.15  -0.3224
O -2.63 -0.17 -0.16  -0.5026
O -0.55 -1.32 0.03  -0.4930

***

Q: What is the maximum force in the second record?
A: 1.10 eV/A

***

Q: Which value of maximum force does entry 3 give?
A: 4.13 eV/A